No. 1
22
Properties=species:S:1:pos:R:3 method="wB97M-V/def2-TZVPD" homo_lumo_gap_ev=6.185 lumo_ev=3.684 charge=-1 e_homo_ev=-2.5
S 0.14 2.78 -0.58
N -0.12 0.20 -2.38
C 1.46 1.95 -1.51
C -0.41 -2.28 1.68
C -0.64 -0.79 1.64
C -1.79 -0.34 0.78
C 1.18 0.46 -1.72
C 0.13 0.07 2.28
H 1.17 -0.03 -0.75
H -1.60 -0.60 -0.26
H -1.36 -2.82 1.65
H 1.60 2.41 -2.50
H 1.97 0.02 -2.33
H -0.01 0.42 -3.36
H 2.42 2.06 -1.00
H 0.12 -2.59 2.58
H -0.74 0.91 -1.99
H 0.18 -2.60 0.81
H 0.00 1.14 2.14
H 0.95 -0.28 2.90
H -2.71 -0.85 1.09
H -1.92 0.74 0.83

***

No. 2
10
Properties=species:S:1:pos:R:3 method="wB97M-V/def2-TZVPD" homo_lumo_gap_ev="7.741 / 8.040" lumo_ev="0.923 / -2.008" multiplicity=3 e_homo_ev="-6.8 / -10.0"
P -0.07 -1.35 0.55
O 0.74 -2.49 0.22
N 0.02 -0.22 -0.67
C -0.15 1.25 -0.56
H -0.48 1.42 0.59
H 0.54 0.10 2.31
H 0.60 -0.36 -1.46
H -0.83 1.79 -1.20
H 0.83 1.65 -0.80
H -1.21 -1.81 1.03

***

No. 3
13
Properties=species:S:1:pos:R:3 method="wB97M-V/def2-TZVPD" homo_lumo_gap_ev=8.400 lumo_ev=-1.490 e_homo_ev=-9.9
C 0.37 2.18 2.50
C 1.40 -0.04 -0.27
C 0.68 1.24 0.07
C 0.55 1.75 1.32
C -2.03 -0.84 0.10
C -0.82 -1.08 -0.27
C 0.38 -1.10 -0.76
H -2.57 -1.38 0.87
H -2.48 -0.23 -0.56
H 0.52 -1.72 -1.68
H 2.00 -0.52 0.57
H -0.03 1.63 -0.68
H 2.02 0.11 -1.21

***

No. 4
16
Properties=species:S:1:pos:R:3 method="wB97M-V/def2-TZVPD" homo_lumo_gap_ev=10.263 lumo_ev=0.613 e_homo_ev=-9.6
O -2.41 -0.58 -1.15
O -0.07 -0.65 -1.52
N 0.88 1.71 0.81
C 0.63 0.44 0.65
C -1.22 0.08 -0.86
C 1.68 -0.61 0.89
C -0.86 0.00 0.60
H -1.19 1.09 -1.27
H -1.46 0.70 1.18
H 2.50 -0.21 1.50
H 2.10 -0.92 -0.07
H 1.83 1.85 1.17
H 1.28 -1.49 1.39
H -2.79 -0.16 -1.94
H -0.95 -1.01 1.01
H 0.04 -0.25 -2.40

***

No. 5
22
Properties=species:S:1:pos:R:3 method="wB97M-V/def2-TZVPD" homo_lumo_gap_ev="1.696 / 8.062" lumo_ev="3.123 / 2.979" charge=-1 multiplicity=2 e_homo_ev="1.4 / -5.1"
O -1.05 2.04 2.33
O -1.15 -2.19 1.59
C 1.43 -1.04 0.53
C -0.08 -1.78 -1.27
C -0.26 1.30 -0.83
C 0.81 -0.83 -0.59
C -0.10 2.61 -0.71
C 1.05 0.57 -1.22
H -0.90 -1.99 -0.66
H 1.99 0.93 -0.76
H -2.01 -1.68 1.48
H -0.84 3.27 -0.41
H -1.10 -1.89 2.47
H -1.19 0.74 -0.81
H 0.99 2.88 -0.94
H -0.34 -1.76 -2.37
H 0.44 -2.70 -1.56
H 1.35 -1.79 1.32
H 2.26 -0.65 1.09
H -1.86 2.10 1.89
H 1.23 0.56 -2.38
H -0.67 1.31 1.83

***

No. 6
97
Properties=species:S:1:pos:R:3 method="wB97M-V/def2-TZVPD" homo_lumo_gap_ev=10.589 lumo_ev=1.829 charge=-1 e_homo_ev=-8.8
As -4.35 27.07 -13.22
S -1.43 31.66 -12.36
S -8.55 26.37 -16.68
S -3.33 29.13 -18.87
S 2.53 22.12 -12.74
S -6.78 22.32 -6.34
S -9.57 27.41 -7.63
F -4.53 25.73 -14.38
F -2.60 27.16 -13.61
F -6.08 26.92 -12.73
F -4.20 28.43 -12.05
F -3.95 26.05 -11.79
F -4.84 28.26 -14.50
O -2.63 27.73 -18.16
O -2.29 29.83 -19.62
O 3.27 22.60 -11.58
O -7.80 26.39 -17.93
O -10.74 27.03 -8.46
O -7.48 23.23 -5.45
O -2.38 32.36 -11.53
O -8.26 26.61 -8.22
O 1.10 23.04 -12.68
O -8.79 24.80 -16.13
O -9.28 28.82 -7.45
O -9.77 27.23 -16.47
O -2.16 31.12 -13.78
O -0.11 32.14 -12.65
O -5.68 21.51 -5.83
O -4.63 28.73 -19.51
O 2.12 20.74 -12.94
O -6.28 23.33 -7.56
C -8.02 21.28 -7.21
C 1.19 24.48 -12.51
C -0.18 25.09 -12.75
C -7.28 23.25 -15.07
C -3.59 31.33 -13.89
C -7.31 26.87 -15.35
C -9.77 26.58 -5.95
C -3.75 30.24 -17.33
C -1.32 30.04 -11.57
C 3.22 22.82 -14.28
C -3.84 32.72 -14.42
C -5.20 22.93 -8.51
C -7.01 27.00 -7.86
C -3.40 27.02 -17.19
C -5.17 23.92 -9.69
C -6.30 27.51 -9.10
C -7.85 23.90 -16.34
C -3.67 25.61 -17.71
H -4.36 23.78 -10.41
H -8.16 23.14 -17.06
H -3.18 32.95 -15.25
H -4.32 24.95 -17.14
H -4.86 24.85 -9.20
H -6.40 26.29 -15.49
H -9.78 25.49 -5.98
H -0.95 29.34 -12.32
H -3.67 33.42 -13.60
H -2.71 25.16 -17.99
H -10.66 27.04 -5.52
H -4.01 29.53 -16.54
H 1.56 24.53 -11.48
H -0.70 30.23 -10.70
H -7.84 26.67 -14.42
H -5.41 28.06 -8.78
H -6.95 27.97 -9.84
H -6.89 24.09 -14.49
H -8.36 21.92 -8.02
H -4.37 27.43 -16.91
H -0.88 24.39 -12.27
H -4.48 30.94 -17.73
H -7.44 20.38 -7.45
H -8.79 20.95 -6.52
H -4.89 32.83 -14.66
H -4.03 30.56 -14.52
H -4.39 25.76 -18.51
H -6.99 24.27 -16.90
H -6.46 26.28 -7.25
H -6.09 24.12 -10.22
H -2.84 30.75 -17.01
H -2.88 26.98 -16.23
H -6.48 22.53 -15.24
H -4.30 22.88 -7.89
H -0.48 25.01 -13.79
H -8.91 26.90 -5.35
H 3.67 23.78 -14.03
H -3.99 31.09 -12.90
H -2.32 29.74 -11.25
H -6.96 27.88 -7.22
H -5.31 21.90 -8.87
H 4.09 22.20 -14.48
H -0.37 26.13 -12.50
H 1.90 25.02 -13.14
H -7.15 27.95 -15.42
H -7.99 22.80 -14.39
H -5.76 26.73 -9.62
H 2.48 22.68 -15.07

***

The following E_tot values (in Eh) correspond, in order, to the records above: -689.96251, -512.85299, -270.07075, -363.01619, -387.28546, -7293.06672.
The following ΔE to the lowest compared entry with this formula, charge and spin values (in kcal per mole) correspond, in order, to the records above: 8.0, 51.3, 103.8, 43.5, 89.8, 101.3.